DFT (wB97M-V/def2-TZVPD) results for a molecular structure, C37H31LiN3O3P2S.

LUMO level = 2.294 eV
DFT total energy = -79108.507 eV
gap between HOMO and LUMO = 5.4728 eV

Geometry as ORCA input:
```
! wB97M-V def2-TZVPD RIJCOSX def2/J DEFGRID3
* xyz -1 1
S -0.10 -2.88 0.80
P 0.00 3.14 -0.84
P 1.24 0.66 0.20
O 1.04 -0.41 7.66
O -2.94 -0.30 1.06
O -1.77 -0.40 -0.81
N -0.50 0.26 2.94
N -0.60 -1.95 7.51
N 1.29 2.42 0.09
C 0.34 7.15 -1.48
C 0.31 0.92 3.76
C -2.68 2.92 -0.18
C 3.85 -0.12 -2.89
C 4.42 1.07 2.80
C -1.10 -0.83 3.41
C 1.29 5.36 0.42
C 0.18 -0.96 7.00
C -3.79 2.95 0.65
C -0.08 -0.57 5.56
C 0.55 0.56 5.07
C -1.40 3.09 0.36
C 0.04 5.80 -1.58
C -1.71 -3.36 0.28
C -2.07 -4.71 0.18
C 2.99 -0.61 -3.86
C 1.13 7.61 -0.43
C -0.92 -1.28 4.71
C 3.54 -1.16 3.00
C -3.64 3.13 2.01
C -4.35 -4.19 -0.39
C 1.13 -0.37 -2.34
C 0.50 4.90 -0.63
C -2.73 -2.43 0.02
C 2.56 0.38 1.42
C 4.45 -0.19 3.39
C 3.36 0.25 -1.65
C -2.37 3.29 2.56
C -4.02 -2.84 -0.29
C -1.26 3.27 1.73
C 1.63 -0.74 -3.58
C -2.47 -0.96 0.08
C -3.34 -5.12 -0.15
C 2.60 -0.88 2.02
C 3.48 1.34 1.82
C 1.60 6.71 0.51
C 2.00 0.14 -1.37
Li -1.34 0.72 0.65
H 0.96 -1.15 -4.32
H -0.26 3.38 2.14
H 0.09 -0.51 -2.09
H 4.91 -0.03 -3.10
H -4.79 -2.09 -0.45
H 5.18 -0.41 4.16
H -4.77 2.78 0.23
H -0.03 7.85 -2.22
H 1.38 8.66 -0.35
H -0.56 5.45 -2.41
H -1.30 -5.45 0.39
H 4.04 0.62 -0.89
H 0.82 1.78 3.33
H -1.42 -2.20 5.00
H -2.79 2.71 -1.24
H -4.50 3.12 2.66
H -1.33 -2.39 6.98
H -1.74 -1.36 2.72
H 1.23 1.12 5.70
H 3.45 2.34 1.38
H 3.37 -0.91 -4.83
H 3.55 -2.14 3.46
H 1.65 4.66 1.16
H -5.36 -4.50 -0.63
H -0.43 -2.23 8.46
H 1.87 -1.63 1.74
H 5.12 1.83 3.11
H 2.22 7.06 1.33
H -2.25 3.41 3.63
H 2.17 2.79 -0.27
H -3.56 -6.18 -0.21
*
```

DFT (wB97M-V/def2-TZVPD) results for a molecular structure, C37H32Br2NOP2W in a non-equilibrium geometry.

LUMO level = -11.228 eV
DFT total energy = -202886.875 eV
gap between HOMO and LUMO = 4.9000 eV
energy relative to the best compared isomer or geometry (same formula, charge and spin) = 2.4285 eV

Geometry as ORCA input:
```
! wB97M-V def2-TZVPD RIJCOSX def2/J DEFGRID3
* xyz 3 1
W -0.65 -0.84 -0.35
Br 2.91 -1.37 -3.87
Br -0.93 -4.49 -6.50
P -1.19 1.52 -0.93
P 1.61 0.25 0.29
O 0.53 -0.95 -1.85
N -1.81 -2.00 -1.91
C -3.17 -1.16 3.47
C 4.05 -1.00 -0.25
C -3.51 -1.30 2.14
C -2.62 -0.87 1.16
C 2.83 -1.07 0.41
C -3.48 4.87 0.97
C -1.63 4.18 -0.41
C 1.33 2.54 -1.41
C -1.00 -2.32 -2.96
C 1.04 3.12 3.12
C -1.95 -0.58 3.84
C -2.74 -3.62 -3.99
C 0.28 -1.77 -2.92
C 2.86 1.06 2.64
C -0.46 -3.42 -5.05
C 1.76 1.23 1.80
C -3.10 2.53 0.67
C -1.38 -0.33 1.53
C 0.85 2.26 2.05
C 5.00 -2.00 -0.06
C -3.05 -2.49 -1.91
C -3.55 -3.29 -2.93
C 1.18 -2.07 -3.90
C 2.15 2.95 3.95
C -1.05 -0.17 2.87
C 3.53 -3.11 1.50
C 0.80 -2.91 -4.97
C 0.01 -2.57 0.46
C -1.42 -3.14 -4.02
C 2.59 -2.12 1.30
C 4.74 -3.05 0.81
C 3.05 1.92 3.71
C -2.37 5.19 0.17
C 2.21 1.35 -1.04
C -1.99 2.83 -0.17
C -3.84 3.55 1.21
C -0.01 2.18 -2.11
H -2.10 6.22 0.00
H 0.64 -3.28 -0.09
H 5.94 -1.96 -0.59
H -2.97 -0.86 0.12
H 3.58 0.27 2.46
H -0.03 2.38 1.44
H -0.79 4.44 -1.03
H -0.29 -3.00 1.42
H -4.48 -1.70 1.86
H 1.89 3.15 -2.12
H -4.57 -3.65 -2.87
H 3.34 -3.92 2.20
H -0.09 0.24 3.16
H -0.45 3.05 -2.59
H -1.69 -0.49 4.89
H 1.16 3.17 -0.54
H 3.90 1.78 4.36
H -3.68 -2.25 -1.06
H -3.37 1.50 0.87
H 1.68 -2.13 1.89
H -4.06 5.67 1.40
H 5.49 -3.83 0.96
H 0.33 3.91 3.32
H 2.30 3.61 4.79
H -3.86 -1.49 4.24
H 4.28 -0.19 -0.93
H -3.10 -4.25 -4.79
H 0.16 1.43 -2.88
H -4.70 3.33 1.84
H 1.53 -3.14 -5.74
H 3.16 1.73 -0.65
H 2.42 0.73 -1.91
*
```

DFT (wB97M-V/def2-TZVPD) results for a molecular structure, C37H32BrN9O4SSr.

LUMO level = -0.622 eV
DFT total energy = -142203.834 eV
gap between HOMO and LUMO = 7.0689 eV
energy relative to the best compared isomer or geometry (same formula, charge and spin) = 0.5672 eV

Geometry as ORCA input:
```
! wB97M-V def2-TZVPD RIJCOSX def2/J DEFGRID3
* xyz 0 1
Sr 1.84 -0.74 0.18
Br -3.42 -1.50 2.28
S 4.51 0.50 -0.71
O 4.16 -0.14 0.58
O 5.76 0.08 -1.27
O 1.11 0.89 1.54
O -0.48 3.71 4.33
N 3.22 0.29 -1.60
N -2.99 -6.58 1.27
N -0.32 -1.97 -0.85
N 4.10 -0.35 -3.70
N 4.79 6.20 0.88
N -1.74 1.01 2.14
N 2.32 -1.53 -2.64
N -0.84 2.02 2.21
N -2.64 -5.08 -0.54
C 1.34 2.74 3.05
C 4.07 -1.24 -4.68
C -1.74 -5.81 -2.67
C -5.58 3.51 -0.93
C 3.49 3.85 3.16
C 3.25 -0.54 -2.69
C 5.81 2.78 -0.04
C 1.62 4.76 4.36
C -5.63 0.87 -1.77
C -1.44 -4.63 -3.22
C -2.52 -7.57 0.53
C -1.34 -3.32 -2.55
C -1.93 -1.01 -2.33
C -3.03 -5.38 0.69
C 5.88 4.10 0.37
C 2.68 2.82 2.70
C 2.31 -2.39 -3.65
C -2.15 -6.08 -1.28
C -0.47 -3.13 -1.48
C 4.58 2.22 -0.37
C -1.06 -0.94 -1.26
C -5.19 2.50 -0.07
C -2.70 1.09 1.30
C 4.73 4.87 0.47
C 3.43 2.99 -0.30
C -5.98 3.20 -2.23
C 3.18 -2.31 -4.72
C -3.72 0.04 1.21
C 0.52 1.54 2.57
C 3.50 4.31 0.10
C -4.78 0.06 0.40
C -5.19 1.17 -0.48
C -2.06 -2.22 -3.00
C -6.02 1.88 -2.64
C -2.09 -7.37 -0.78
C 2.95 4.82 3.99
C 0.81 3.72 3.90
H 1.55 -3.17 -3.61
H -2.79 1.92 0.61
H 6.84 4.53 0.63
H 3.17 -3.02 -5.53
H -0.79 2.59 1.35
H 2.60 4.90 0.17
H -5.57 4.54 -0.60
H -6.28 3.99 -2.90
H 4.78 -1.08 -5.49
H 3.57 5.63 4.36
H -4.91 2.74 0.95
H 5.60 6.44 1.42
H -2.72 -2.31 -3.84
H -5.68 -0.17 -2.09
H -2.48 -0.13 -2.64
H -1.70 -6.69 -3.31
H 1.18 5.50 5.01
H -6.35 1.63 -3.64
H 6.71 2.17 -0.10
H 3.08 2.05 2.05
H -0.96 3.08 3.77
H 4.53 3.88 2.87
H -0.94 -0.01 -0.70
H 2.47 2.56 -0.55
H -5.39 -0.84 0.36
H 0.32 0.88 3.43
H -3.43 -4.57 1.28
H 3.94 6.56 1.29
H -1.24 -4.62 -4.29
H -1.71 -8.19 -1.37
H 0.14 -3.96 -1.13
H -2.49 -8.55 0.98
*
```

DFT (wB97M-V/def2-TZVPD) results for a molecular structure, C37H32N9O3PZr.

LUMO level = -5.152 eV
DFT total energy = -69006.925 eV
gap between HOMO and LUMO = 6.8497 eV
energy relative to the best compared isomer or geometry (same formula, charge and spin) = 0.0601 eV

Geometry as ORCA input:
```
! wB97M-V def2-TZVPD RIJCOSX def2/J DEFGRID3
* xyz 2 1
Zr 0.05 1.24 0.34
P 2.11 0.32 -2.83
O -1.72 0.04 0.92
O -1.94 1.92 -0.12
O -3.96 -1.22 1.68
N 0.16 2.10 -1.90
N -0.12 1.99 2.31
N 0.86 -0.39 1.83
N 4.29 0.84 -1.11
N 0.70 -2.09 -2.67
N 0.12 -0.66 -1.10
N 0.82 3.53 0.46
N 2.34 1.09 -0.14
N 0.74 2.49 -3.98
C -6.00 0.02 1.59
C -0.06 5.56 1.48
C -4.63 -0.09 1.36
C 1.73 -2.51 2.50
C 1.34 -2.67 -3.85
C 0.09 1.19 3.44
C 1.37 2.37 -5.29
C -0.30 -2.68 -1.94
C -6.01 2.24 0.66
C -0.25 3.39 -3.66
C 1.46 -2.25 3.81
C 1.48 4.27 -0.40
C 3.32 1.36 0.78
C -0.06 1.53 4.76
C -0.65 -1.79 -0.97
C -2.51 0.96 0.53
C -6.68 1.17 1.24
C 0.67 -0.64 5.53
C -0.60 3.13 -2.37
C 0.61 -0.10 3.15
C -3.94 0.98 0.78
C 4.54 1.21 0.19
C 1.46 5.67 -0.39
C -4.65 2.14 0.43
C 0.67 6.31 0.53
C -0.50 3.33 2.42
C 0.22 0.61 5.79
C -1.40 3.90 3.28
C 0.90 -1.01 4.18
C -0.93 6.13 2.44
C 0.10 4.17 1.44
C 1.42 -1.55 1.54
C 2.95 0.77 -1.28
C 0.93 -0.87 -2.14
C 0.96 1.73 -2.89
C -1.61 5.30 3.29
C 5.33 0.59 -2.11
H -0.62 4.11 -4.37
H 1.63 -1.73 0.49
H -6.54 3.14 0.39
H 4.89 0.15 -2.99
H 1.01 1.49 -5.81
H -4.57 -1.85 2.08
H -0.38 2.52 5.04
H 2.19 -3.44 2.19
H 0.60 7.40 0.54
H -1.96 3.28 3.96
H 5.53 1.33 0.57
H 2.05 6.22 -1.11
H 0.08 0.93 6.82
H 1.11 -3.74 -3.87
H -2.31 5.71 4.00
H 3.09 1.64 1.79
H 2.04 3.74 -1.16
H -0.67 -3.66 -2.18
H -7.74 1.24 1.43
H -1.39 -1.89 -0.20
H -1.07 7.20 2.47
H 5.82 1.52 -2.38
H 1.12 3.25 -5.88
H 2.42 -2.55 -3.79
H -1.35 3.61 -1.76
H 0.97 -2.21 -4.76
H 1.68 -2.98 4.58
H 2.45 2.32 -5.19
H 0.89 -1.35 6.32
H -4.10 2.95 -0.02
H 6.07 -0.10 -1.70
H -6.53 -0.81 2.04
*
```

DFT (wB97M-V/def2-TZVPD) results for 2 unconnected molecules or ions with the total composition C37H32NOS in a non-equilibrium geometry.

LUMO level = -5.012 eV
DFT total energy = -53253.534 eV
gap between HOMO and LUMO = 3.8316 eV
energy relative to the best compared isomer or geometry (same formula, charge and spin) = 0.7798 eV

Geometry as ORCA input:
```
! wB97M-V def2-TZVPD RIJCOSX def2/J DEFGRID3
* xyz 1 1
S 2.40 -0.16 2.27
O -0.41 0.46 1.58
N 1.60 -2.58 1.86
C 2.95 -2.71 2.18
C 3.66 2.96 1.59
C -1.36 -1.71 1.93
C -0.19 -0.88 1.70
C 0.47 0.17 -5.73
C 3.71 2.21 0.41
C 4.94 -1.37 2.52
C 1.30 2.42 0.15
C 1.29 3.26 1.30
C -3.05 2.79 -3.25
C 1.13 -1.29 1.88
C -4.19 3.54 -2.98
C -4.73 3.56 -1.69
C -0.08 1.29 -1.60
C -2.08 0.27 -4.58
C 0.06 2.12 -0.51
C 0.31 0.70 -4.45
C -1.48 -2.35 3.18
C -0.63 -0.36 -6.42
C 5.08 -3.80 2.37
C 3.69 -3.90 2.22
C 2.44 3.50 2.02
C 3.56 -1.47 2.36
C -2.39 -1.81 0.97
C -0.74 1.19 2.78
C -1.90 -0.32 -5.83
C 0.77 -3.74 1.57
C -4.10 2.84 -0.67
C -2.57 -3.17 3.43
C -2.96 2.08 -0.92
C -2.39 2.05 -2.22
C -0.97 0.77 -3.86
C -3.57 -3.32 2.46
C -1.15 1.35 -2.52
C 5.70 -2.55 2.51
C 2.55 1.95 -0.32
C -3.48 -2.63 1.24
H 4.66 1.80 0.05
H -0.95 2.21 2.46
H 0.00 -3.50 0.84
H -4.64 4.12 -3.79
H -2.51 1.49 -0.12
H -2.64 -3.69 4.39
H 3.19 -4.86 2.14
H 2.58 1.39 -1.25
H -0.49 -0.80 -7.41
H 0.12 1.17 3.47
H -2.64 2.78 -4.26
H -4.50 2.88 0.35
H -2.76 -0.73 -6.36
H -1.63 0.74 3.25
H 0.34 3.71 1.60
H 2.40 4.11 2.93
H -5.62 4.16 -1.49
H 1.41 -4.52 1.16
H 4.57 3.12 2.17
H -0.80 2.68 -0.16
H -4.42 -3.97 2.65
H 1.16 1.12 -3.91
H -0.69 -2.18 3.92
H 1.46 0.18 -6.19
H -4.28 -2.73 0.50
H 0.31 -4.12 2.49
H 6.79 -2.50 2.60
H 5.39 -0.39 2.62
H -3.08 0.33 -4.16
H -2.30 -1.25 0.03
H 5.68 -4.71 2.37
H 0.71 0.57 -1.81
*
```

DFT (wB97M-V/def2-TZVPD) results for a molecular structure, C37H33GeN5Ru in a non-equilibrium geometry.

LUMO level (alpha / beta) = -8.364 / -11.493 eV
DFT total energy = -105424.822 eV
gap between HOMO and LUMO (alpha / beta) = 7.2393 / 4.5921 eV

Geometry as ORCA input:
```
! wB97M-V def2-TZVPD RIJCOSX def2/J DEFGRID3
* xyz 3 6
Ru 0.42 0.31 0.13
Ge -1.97 -0.04 0.60
N 2.07 -0.53 -0.71
N 1.12 1.54 -2.52
N 1.89 -1.38 2.07
N 1.04 -0.37 1.86
N 0.30 1.60 -1.45
C 5.19 0.51 -2.32
C -2.48 2.27 2.24
C -4.14 3.75 0.57
C -0.69 2.61 -3.18
C 2.37 -1.82 -0.31
C -3.79 -3.34 3.55
C 5.72 2.19 -4.12
C 1.84 -0.22 3.94
C 1.01 0.36 2.98
C 3.29 -4.00 -0.90
C -3.62 4.32 1.74
C 4.31 -0.13 -1.50
C -5.36 2.55 -1.65
C 2.87 -2.75 -1.26
C -2.13 -0.71 -1.32
C -0.79 2.28 -1.84
C 3.80 -5.73 0.86
C -3.27 -2.57 1.33
C 2.70 -3.54 1.38
C 2.27 -2.27 1.04
C -3.15 -2.24 4.09
C 0.53 2.13 -3.58
C -3.85 2.38 0.25
C -5.57 3.91 -1.40
C 4.76 1.48 -3.24
C -2.80 3.58 2.58
C 3.39 1.78 -3.26
C -4.96 4.49 -0.30
C -3.85 -3.51 2.17
C 3.25 -4.42 0.44
C 2.39 -1.33 3.32
C 2.47 1.15 -2.43
C -4.52 1.81 -0.85
C -2.67 -1.44 1.87
C -2.93 1.69 1.07
C -2.59 -1.29 3.25
C 2.91 0.14 -1.53
H 2.62 -3.86 2.40
H 5.25 2.55 -5.03
H -3.01 -1.33 -1.48
H 3.17 -6.54 0.52
H -3.90 5.33 2.01
H -5.88 2.08 -2.47
H -4.43 0.74 -1.01
H -1.24 -1.31 -1.56
H 4.67 -0.86 -0.79
H -5.10 5.55 -0.10
H 2.02 0.12 4.94
H -1.58 2.52 -1.14
H -4.35 -4.36 1.74
H 2.93 -2.43 -2.29
H 4.78 -5.90 0.41
H -6.20 4.50 -2.04
H 3.68 -4.66 -1.66
H -2.18 0.13 -2.02
H 3.89 -5.80 1.94
H 3.05 2.55 -3.93
H 6.13 3.06 -3.61
H -2.40 4.02 3.48
H -3.09 -2.11 5.16
H 6.57 1.55 -4.36
H -4.25 -4.07 4.19
H -3.32 -2.73 0.27
H 6.24 0.27 -2.26
H -1.41 3.13 -3.78
H 0.42 1.27 3.04
H 3.09 -2.03 3.70
H -1.83 1.72 2.91
H 0.97 2.14 -4.56
H -2.12 -0.42 3.70
*
```

Q: The lowest DFT total energy belongs to which entry?
A: C37H32Br2NOP2W

Q: Which formula does entry 3 have?
A: C37H32BrN9O4SSr

Q: Which value of DFT total energy does entry 6 give?
A: -105424.822 eV

Q: Which formula does entry 3 have?
A: C37H32BrN9O4SSr